No. 1
Entry from OMol25: 2 unconnected molecules or ions with the total composition BrH2NO2S (ωB97M-V/def2-TZVPD).

```
7
Properties=species:S:1:pos:R:3:forces:R:3:lowdin_charge:R:1
N -1.40160 -0.74295 -0.43141 2.26 1.30 0.20 0.06
O 0.78001 1.13557 1.47306 0.28 -1.47 -1.66 -0.39
O 1.18492 1.24019 -0.99989 -0.38 -1.00 1.14 -0.41
S 0.85016 0.46554 0.17839 -1.69 0.17 -0.24 0.44
Br 2.19682 -1.43260 0.11208 -0.67 0.99 0.27 0.33
H -1.91104 -0.84170 0.44945 0.26 0.13 0.35 -0.01
H -1.69927 0.17596 -0.78168 -0.07 -0.12 -0.07 -0.02
```
Forces are in eV/Å.

As for the LUMO energy: -3.37 eV. The max |F| comes out at 2.62 eV Å⁻¹. The energy comes out at -86491.4413 eV. The value obtained for the orbital gap is 6.92 eV. The total charge is 0.

No. 2
Entry from OMol25: 2 unconnected molecules or ions with the total composition BrH2NOS (ωB97M-V/def2-TZVPD).

```
6
Properties=species:S:1:pos:R:3:forces:R:3:lowdin_charge:R:1
N 0.91270 -0.54751 -1.48365 -0.57 0.11 -0.87 -0.47
O -2.09680 0.05761 0.75030 -0.04 2.80 0.13 -0.06
S 1.67643 -0.56292 -0.27321 -0.07 -1.10 0.70 0.36
Br 2.90099 1.21300 0.20472 0.64 1.00 0.21 0.14
H -1.87432 -0.82441 0.57132 0.69 -1.72 -0.66 -0.01
H -1.51900 0.66423 0.23053 -0.65 -1.07 0.49 0.05
```
Forces are in eV/Å.

As for the LUMO energy: -1.59 eV. The max |F| comes out at 2.80 eV Å⁻¹. The energy comes out at -84446.0167 eV. The value obtained for the orbital gap is 8.82 eV. The total charge is 0.

No. 3
Entry from OMol25: a molecular structure, BrH2NOS2 (ωB97M-V/def2-TZVPD).

```
7
Properties=species:S:1:pos:R:3:forces:R:3:lowdin_charge:R:1
N -0.45194 -0.52978 0.34268 3.23 0.03 1.39 -0.74
O 0.45917 1.83145 0.31598 -0.14 0.61 -0.65 -0.48
S 2.47700 -0.14389 -0.02338 -1.19 -0.11 -0.53 0.27
S 0.70216 0.56375 -0.31980 0.53 -0.06 1.61 0.14
Br -2.21041 0.08028 -0.02902 0.59 -0.08 0.79 0.63
H 0.11710 -0.50598 1.38541 -2.98 -0.11 -2.68 0.14
H 0.32074 0.61197 -1.62075 -0.04 -0.28 0.07 0.04
```
Forces are in eV/Å.

As for the LUMO energy: -0.89 eV. The max |F| comes out at 4.02 eV Å⁻¹. The energy comes out at -95279.6379 eV. The value obtained for the orbital gap is 8.85 eV. The total charge is 0.

No. 4
Entry from OMol25: 2 unconnected molecules or ions with the total composition BrH2O2PS (ωB97M-V/def2-TZVPD).

```
7
Properties=species:S:1:pos:R:3:forces:R:3:lowdin_charge:R:1
O -1.02865 0.19753 -1.73064 0.40 -0.56 -1.09 -0.46
O -0.81210 0.75178 0.63392 -0.22 -0.10 -0.79 -0.32
P -1.73163 0.94462 -0.71243 0.23 0.34 1.67 0.77
S 2.59536 -1.25980 -2.04076 -0.24 0.17 -0.56 0.12
Br 3.45522 -1.86583 -0.15977 0.17 -0.14 0.50 0.10
H 1.38444 -0.91948 -1.57241 -0.02 0.01 0.05 -0.25
H -1.07844 1.16071 1.45743 -0.33 0.28 0.21 0.03
```
Forces are in eV/Å.

As for the LUMO energy: -0.38 eV. The max |F| comes out at 1.72 eV Å⁻¹. The energy comes out at -94294.6705 eV. The value obtained for the orbital gap is 8.55 eV. The total charge is 0.